(1)
A structure of composition C22H34BIrN6S6, computed with wB97M-V/def2-TZVPD.

frontier orbital gap	6.628	eV
LUMO	-0.58	eV

Each line ends with the natural charge from an NBO analysis.
CARTESIAN COORDINATES (ANGSTROEM)
Ir: 0.795 -0.765 1.394  0.346
C: 1.441 -4.187 -1.210  -0.617
C: 1.750 -3.310 -2.417  0.152
C: 3.201 -2.835 -2.318  -0.615
C: 1.526 -4.145 -3.680  -0.613
N: 0.898 -2.079 -2.536  -0.364
C: 1.058 -1.257 -3.640  -0.079
C: 0.277 -0.180 -3.459  -0.037
N: -0.366 -0.322 -2.252  -0.534
B: -1.175 0.882 -1.705  0.604
N: -2.244 0.474 -0.657  -0.519
C: -3.435 -0.056 -1.084  -0.032
C: -4.099 -0.507 -0.003  -0.075
N: -3.312 -0.252 1.105  -0.348
C: -2.173 0.340 0.680  0.314
S: -0.802 0.841 1.641  0.004
C: -3.721 -0.769 2.458  0.154
C: -3.475 -2.277 2.447  -0.616
C: -5.207 -0.453 2.649  -0.615
C: -2.956 -0.134 3.613  -0.630
N: -0.244 2.012 -1.198  -0.533
C: -0.681 3.315 -1.244  -0.055
C: 0.261 4.092 -0.679  -0.074
N: 1.291 3.262 -0.278  -0.364
C: 0.964 1.984 -0.599  0.337
S: 1.929 0.578 -0.301  -0.238
C: 2.515 3.730 0.449  0.152
C: 2.449 5.248 0.609  -0.622
C: 2.543 3.094 1.837  -0.625
C: 3.758 3.385 -0.369  -0.626
C: 0.024 -1.482 -1.688  0.335
S: -0.535 -2.050 -0.149  -0.208
H: 2.089 -5.061 -1.290  0.214
H: 0.407 -4.523 -1.196  0.228
H: 1.652 -3.691 -0.267  0.239
H: 3.858 -3.699 -2.220  0.219
H: 3.329 -2.198 -1.442  0.233
H: 3.508 -2.271 -3.200  0.207
H: 2.137 -5.046 -3.621  0.222
H: 1.806 -3.616 -4.590  0.205
H: 0.480 -4.444 -3.759  0.221
H: 1.709 -1.508 -4.455  0.230
H: 0.121 0.682 -4.083  0.233
H: -1.788 1.337 -2.640  -0.051
H: -3.705 -0.069 -2.124  0.235
H: -5.056 -0.985 0.065  0.233
H: -4.048 -2.771 1.660  0.207
H: -3.769 -2.700 3.408  0.223
H: -2.416 -2.486 2.292  0.237
H: -5.853 -0.982 1.950  0.204
H: -5.389 0.619 2.555  0.220
H: -5.498 -0.762 3.652  0.226
H: -1.914 -0.435 3.639  0.258
H: -3.434 -0.480 4.531  0.215
H: -3.010 0.955 3.588  0.217
H: -1.628 3.575 -1.683  0.233
H: 0.281 5.155 -0.546  0.234
H: 1.597 5.559 1.215  0.216
H: 2.420 5.763 -0.353  0.211
H: 3.354 5.564 1.126  0.230
H: 1.617 3.310 2.373  0.218
H: 3.377 3.511 2.403  0.216
H: 2.668 2.017 1.783  0.249
H: 3.704 3.849 -1.356  0.208
H: 3.874 2.311 -0.486  0.246
H: 4.637 3.775 0.145  0.216
S: 2.252 -2.170 5.415  -0.011
C: 1.688 -1.647 3.992  -0.522
S: 2.435 -0.425 2.958  -0.088
S: 0.255 -2.190 3.148  -0.088


(2)
A structure of composition C3H4BrNO2, computed with wB97M-V/def2-TZVPD.

frontier orbital gap (alpha / beta)	8.008 / 7.003	eV
LUMO (alpha / beta)	-2.02 / -2.49	eV

Each line ends with the natural charge from an NBO analysis.
CARTESIAN COORDINATES (ANGSTROEM)
C: 0.292 -1.708 1.598  -0.398
C: 0.754 -1.104 0.494  0.275
C: -1.736 1.644 -1.326  0.262
N: 1.089 -0.305 -0.358  0.148
O: 1.268 0.021 -1.507  -0.281
O: -2.195 0.634 -0.779  -0.514
Br: 3.045 0.470 0.795  -0.214
H: 0.069 -1.324 2.565  0.246
H: 0.587 -2.719 1.626  0.226
H: -2.357 2.135 -2.161  0.120
H: -0.816 2.256 -0.947  0.131


(3)
A structure of composition C4H8N2O, computed with wB97M-V/def2-TZVPD.

frontier orbital gap	8.897	eV
LUMO	0.40	eV

Each line ends with the natural charge from an NBO analysis.
CARTESIAN COORDINATES (ANGSTROEM)
C: -1.626 1.405 0.255  -0.615
C: -0.557 0.404 0.599  0.027
C: 0.686 0.343 -0.415  -0.507
C: 0.852 -1.280 -0.452  0.408
H: -0.658 2.223 -0.301  0.222
H: -2.398 1.807 1.170  0.242
H: -2.301 1.268 -0.617  0.232
H: -0.111 0.597 1.525  0.190
H: 1.773 0.924 -0.130  0.246
H: 0.505 0.858 -1.499  0.230
H: 2.572 -1.021 -1.477  0.326
H: 0.261 -2.936 1.163  0.417
N: 1.762 -1.916 -1.288  -0.724
N: 0.191 -1.666 0.658  -0.314
O: -0.951 -1.013 0.810  -0.380


(4)
The molecule C2BrF3N2, computed with wB97M-V/def2-TZVPD.

SMILES	FC(F)(F)C1(Br)N=N1
frontier orbital gap	10.332	eV
LUMO	-0.66	eV

Each line ends with the natural charge from an NBO analysis.
CARTESIAN COORDINATES (ANGSTROEM)
F: -1.656 0.094 -0.437  -0.305
C: -0.495 0.665 -0.079  0.915
F: -0.655 1.255 1.125  -0.312
F: -0.203 1.615 -0.974  -0.296
C: 0.479 -0.424 0.034  -0.008
Br: 2.413 -0.019 -0.374  0.030
N: -0.081 -1.698 -0.246  -0.009
N: 0.199 -1.488 0.951  -0.014


(5)
A structure of composition C2H3N3O, computed with wB97M-V/def2-TZVPD.

frontier orbital gap	10.148	eV
LUMO	-0.03	eV

Each line ends with the natural charge from an NBO analysis.
CARTESIAN COORDINATES (ANGSTROEM)
O: 0.606 1.676 -0.869  -0.642
C: 0.187 0.596 -0.185  0.359
N: -0.638 -0.381 -0.797  -0.415
C: -0.484 -1.391 0.080  0.086
N: 0.352 -1.113 1.091  -0.206
N: 0.784 0.123 0.934  -0.266
H: 1.242 2.135 -0.300  0.502
H: -1.039 -2.316 0.009  0.211
H: -1.051 0.628 0.010  0.371


(6)
A structure of composition C5H6O2, computed with wB97M-V/def2-TZVPD.

frontier orbital gap	10.571	eV
LUMO	0.81	eV

Each line ends with the natural charge from an NBO analysis.
CARTESIAN COORDINATES (ANGSTROEM)
O: -0.174 1.079 -2.553  -0.497
C: 0.157 0.553 -1.529  0.622
C: -0.008 -0.863 -0.946  -0.535
C: -0.087 -0.118 0.384  0.198
C: -0.490 -0.521 1.723  -0.101
O: -1.390 0.170 0.864  -0.486
C: 0.678 1.079 -0.179  -0.535
H: 0.936 -1.411 -1.060  0.235
H: -0.854 -1.487 -1.237  0.242
H: -0.760 -1.560 1.912  0.188
H: -0.148 0.043 2.590  0.189
H: 0.371 2.070 0.158  0.244
H: 1.767 0.965 -0.127  0.236


The following max |F| values (in eV Å⁻¹) correspond, in order, to the records above: 0.34 3.21 7.37 2.85 0.27 0.58.